No. 1
{
  "formula": "C9H9N2O2S",
  "method": "ωB97M-V with the def2-TZVPD basis set",
  "total_charge": -1,
  "smiles": "CSC1=C(c2ccco2)N([O-])CC=N1",
  "lumo_energy_ev": 3.368,
  "e_above_lowest_kcal_mol": 127.6,
  "elements": ["C", "C", "C", "C", "C", "C", "C", "C", "C", "N", "N", "O", "O", "S", "H", "H", "H", "H", "H", "H", "H", "H", "H"],
  "xyz": [[0.2727, -3.0812, 1.4120], [1.0907, -1.9751, 1.1937], [-0.9915, -2.7300, 1.0846], [0.2015, -0.9465, 0.8127], [1.0694, 2.8200, -0.7704], [0.4914, 0.4527, 0.5218], [-0.5421, 1.2555, -0.4222], [1.6612, 2.4659, 0.5483], [-2.4573, -0.1586, -2.1555], [-0.0402, 2.2783, -1.0821], [1.6445, 0.9819, 0.7220], [2.7145, 0.3734, 0.8842], [-1.0494, -1.4456, 0.7156], [-2.2061, 0.8275, -0.5745], [0.6528, -4.1143, 1.7573], [2.0914, -1.8895, 1.2641], [-1.9449, -3.3886, 1.0164], [1.3520, 3.5359, -1.5064], [2.7815, 2.7113, 0.8073], [1.0554, 3.0010, 1.2537], [-2.0412, -1.1218, -2.4356], [-2.2621, 0.5433, -2.9545], [-3.5440, -0.3954, -2.0925]]
}

No. 2
{
  "formula": "C24H20ClInNPS",
  "method": "ωB97M-V with the def2-TZVPD basis set",
  "lumo_energy_ev": [0.070, -0.551],
  "e_above_lowest_kcal_mol": 57.8,
  "elements": ["C", "C", "C", "H", "C", "C", "H", "H", "H", "H", "In", "Cl", "P", "C", "C", "H", "C", "H", "C", "H", "C", "H", "C", "H", "C", "C", "H", "C", "H", "C", "H", "C", "H", "C", "H", "C", "C", "H", "C", "H", "C", "H", "C", "H", "C", "H", "S", "C", "N"],
  "xyz": [[-1.2502, -1.5919, 3.5706], [-1.0365, -2.0647, 2.2806], [0.4081, -2.2667, 2.0251], [-1.8734, -2.2921, 1.6060], [1.1464, -1.7465, 3.0913], [0.1745, -1.1143, 4.1759], [0.6751, -1.3376, 5.2695], [-2.1332, -1.0088, 4.0032], [0.8659, -2.7195, 1.1229], [2.2623, -1.6428, 3.3068], [-0.0108, 0.4775, 2.0270], [2.0463, 1.4279, 2.3143], [0.0083, 0.3535, -0.4359], [1.2553, -0.7474, -1.0229], [0.9297, -1.4484, -2.1957], [-0.0884, -1.4109, -2.5956], [1.9276, -2.1824, -2.8306], [1.6753, -2.7310, -3.7393], [3.2324, -2.2104, -2.3177], [4.0076, -2.7923, -2.8292], [3.5464, -1.4922, -1.1531], [4.5656, -1.5032, -0.7559], [2.5654, -0.7549, -0.4936], [2.7995, -0.1781, 0.4090], [-1.6178, -0.1542, -0.9007], [-2.0444, -1.4946, -0.7949], [-1.3940, -2.2702, -0.3678], [-3.3176, -1.8212, -1.2576], [-3.6583, -2.8585, -1.1941], [-4.1475, -0.8328, -1.8108], [-5.1448, -1.0959, -2.1781], [-3.7050, 0.4958, -1.8921], [-4.3415, 1.2723, -2.3161], [-2.4444, 0.8508, -1.4295], [-2.0769, 1.8808, -1.4844], [0.3500, 2.0162, -0.8618], [0.8644, 2.0996, -2.1596], [1.1025, 1.1890, -2.7171], [1.0598, 3.3635, -2.6972], [1.4569, 3.4346, -3.7076], [0.7544, 4.5101, -1.9515], [0.9176, 5.4993, -2.3937], [0.2474, 4.3930, -0.6460], [0.0135, 5.2905, -0.0684], [0.0260, 3.1400, -0.0801], [-0.3549, 3.0348, 0.9448], [-0.0501, 0.1428, 7.1416], [-0.1182, 0.4712, 5.6168], [-0.0764, 0.4201, 4.3732]]
}

No. 3
{
  "formula": "C48H122F6N10O14Sr",
  "method": "ωB97M-V with the def2-TZVPD basis set",
  "lumo_energy_ev": -0.246,
  "e_above_lowest_kcal_mol": 0.0,
  "elements": ["Sr", "C", "O", "O", "C", "F", "F", "F", "C", "C", "H", "H", "H", "H", "H", "H", "C", "O", "O", "C", "F", "F", "F", "C", "C", "H", "H", "H", "H", "H", "H", "C", "C", "C", "O", "C", "N", "H", "H", "H", "H", "H", "H", "H", "H", "H", "H", "H", "C", "C", "C", "O", "C", "N", "H", "H", "H", "H", "H", "H", "H", "H", "H", "H", "H", "C", "C", "C", "O", "C", "N", "H", "H", "H", "H", "H", "H", "H", "H", "H", "H", "H", "C", "C", "C", "O", "C", "N", "H", "H", "H", "H", "H", "H", "H", "H", "H", "H", "H", "C", "C", "C", "O", "C", "N", "H", "H", "H", "H", "H", "H", "H", "H", "H", "H", "H", "C", "C", "C", "O", "C", "N", "H", "H", "H", "H", "H", "H", "H", "H", "H", "H", "H", "C", "C", "C", "O", "C", "N", "H", "H", "H", "H", "H", "H", "H", "H", "H", "H", "H", "C", "C", "C", "O", "C", "N", "H", "H", "H", "H", "H", "H", "H", "H", "H", "H", "H", "C", "C", "C", "O", "C", "N", "H", "H", "H", "H", "H", "H", "H", "H", "H", "H", "H", "C", "C", "C", "O", "C", "N", "H", "H", "H", "H", "H", "H", "H", "H", "H", "H", "H"],
  "xyz": [[2.6881, -1.9280, -2.6685], [1.0847, -0.0458, -0.0584], [0.0877, -0.3739, -0.9961], [2.1718, -0.7925, -0.4708], [1.2415, 1.5668, 0.1153], [1.4165, 2.2198, -0.9872], [0.1717, 2.0720, 0.6650], [2.2466, 1.9296, 0.9347], [-1.2906, -0.2465, -0.6150], [-2.1295, -0.3401, -1.9045], [-1.8842, 0.4499, -2.6142], [-1.9229, -1.2730, -2.4290], [-3.2099, -0.3660, -1.7623], [-1.5512, 0.6850, -0.1125], [-1.4573, -1.0954, 0.0480], [0.8380, -0.4041, 0.9410], [1.0409, 0.5398, -4.7287], [0.2032, -0.2357, -5.6178], [2.2096, -0.2927, -4.7867], [1.0501, 2.0691, -5.0981], [0.9769, 2.2515, -6.4431], [0.0078, 2.7367, -4.6564], [2.1461, 2.7419, -4.6762], [-1.1811, 0.0366, -5.7303], [-1.7187, -0.7662, -6.8987], [-1.6219, -1.8090, -6.5964], [-2.7306, -0.4839, -7.1891], [-1.2021, -0.6252, -7.8481], [-1.4411, 1.0602, -6.0001], [-1.6934, -0.3159, -4.8351], [0.5429, 0.4476, -3.7635], [-1.1256, -1.3397, 3.6223], [0.1506, -0.9521, 4.3945], [0.5636, 0.5321, 4.0898], [1.7157, 0.9097, 4.8281], [2.1837, 2.2097, 4.7025], [-0.0656, -1.2590, 5.7723], [-1.3858, -2.3943, 3.7134], [-0.9731, -1.2934, 2.5440], [-1.9870, -0.7386, 3.9133], [0.9591, -1.5738, 4.0100], [-0.3137, 1.0900, 4.4172], [0.7703, 0.8063, 3.0553], [2.9154, 2.2973, 5.5057], [1.3863, 2.9491, 4.7770], [2.8391, 2.3924, 3.8509], [0.8531, -1.2813, 6.1913], [-0.5157, -2.1610, 5.7101], [-6.8742, -0.9966, -2.0189], [-6.4850, -1.0504, -3.5449], [-5.5638, -2.1648, -3.9288], [-5.3309, -2.0489, -5.3478], [-4.4074, -3.0109, -5.8032], [-7.7048, -1.3138, -4.2809], [-7.4795, -1.8910, -1.8711], [-7.4066, -0.1344, -1.6173], [-6.0184, -1.1363, -1.3586], [-6.0823, -0.0719, -3.8063], [-5.8883, -3.1567, -3.6141], [-4.6295, -1.9770, -3.3997], [-4.9840, -3.8965, -6.0702], [-3.7534, -3.4317, -5.0395], [-3.7911, -2.6566, -6.6295], [-8.1641, -0.4149, -4.3141], [-7.3416, -1.5204, -5.2004], [7.8310, 2.6061, 2.6303], [7.3512, 2.7756, 1.1574], [6.2684, 3.7882, 0.8484], [5.2067, 3.5327, 1.7392], [4.2113, 4.5839, 1.7380], [8.5622, 3.1032, 0.4491], [8.6466, 1.8848, 2.6805], [7.0641, 2.3080, 3.3453], [8.2776, 3.5463, 2.9538], [7.0354, 1.7793, 0.8480], [5.9924, 3.6818, -0.2007], [6.5832, 4.8283, 0.9330], [4.6659, 5.5745, 1.7334], [3.6633, 4.4045, 2.6630], [3.5609, 4.5561, 0.8637], [9.2508, 2.3686, 0.5276], [8.4139, 3.0657, -0.5493], [-4.1099, -3.9839, -0.1540], [-3.6030, -4.4270, 1.2437], [-2.1098, -4.2709, 1.5158], [-1.3229, -4.9987, 0.5760], [-1.4633, -6.4455, 0.5806], [-4.3344, -3.5716, 2.1582], [-4.0619, -2.9123, -0.3476], [-5.1659, -4.1287, -0.3821], [-3.6157, -4.5450, -0.9472], [-3.9185, -5.4585, 1.4003], [-1.9429, -4.7138, 2.4977], [-1.7887, -3.2293, 1.5174], [-0.7704, -6.9927, -0.0586], [-2.3842, -6.6762, 0.0450], [-1.4620, -6.8030, 1.6103], [-3.9734, -3.7840, 3.0773], [-4.0211, -2.6246, 1.9999], [-1.2949, 3.9734, -1.7272], [-2.3658, 5.0697, -1.3767], [-3.5454, 4.4920, -0.6302], [-4.5967, 4.0840, -1.5193], [-5.7458, 3.4096, -0.9394], [-1.7099, 6.1176, -0.6430], [-0.3496, 4.4153, -2.0421], [-1.6236, 3.4608, -2.6313], [-1.0964, 3.2457, -0.9404], [-2.7700, 5.4881, -2.2986], [-4.0726, 5.2265, -0.0214], [-3.2169, 3.6503, -0.0205], [-6.0979, 3.9304, -0.0489], [-5.5602, 2.3750, -0.6510], [-6.5367, 3.4227, -1.6893], [-1.1318, 5.8303, 0.1338], [-1.1616, 6.7614, -1.1952], [4.5846, 1.1953, -2.5871], [5.5202, 0.0189, -2.8019], [6.9204, 0.4361, -2.3192], [7.7734, -0.6624, -2.2304], [8.9253, -0.3793, -1.4934], [5.0077, -1.1534, -2.1446], [3.6558, 1.0774, -3.1453], [5.0114, 2.1474, -2.9025], [4.1610, 1.1428, -1.5842], [5.6968, -0.1693, -3.8609], [6.7495, 0.7952, -1.3043], [7.3978, 1.2882, -2.8030], [8.8474, -0.7332, -0.4653], [9.1785, 0.6715, -1.3530], [9.7844, -0.9824, -1.7872], [5.0164, -0.8715, -1.1747], [5.8307, -1.7267, -2.2635], [-1.3681, -4.4727, -2.7041], [-0.1004, -3.7060, -2.3305], [1.0088, -4.6550, -1.9426], [1.9942, -3.8864, -1.1596], [1.9291, -4.1444, 0.2456], [0.4407, -2.9751, -3.4741], [-1.7323, -4.9964, -1.8202], [-1.1541, -5.2849, -3.3989], [-2.1769, -3.8414, -3.0720], [-0.3726, -3.0358, -1.5152], [1.5310, -5.1329, -2.7715], [0.6257, -5.4145, -1.2611], [1.1113, -3.5382, 0.6353], [2.8767, -3.7506, 0.6129], [1.7917, -5.1880, 0.5286], [0.5465, -3.5958, -4.2638], [-0.1600, -2.3008, -3.9265], [0.7365, 6.5060, 3.1978], [0.0564, 5.1293, 2.8262], [-1.4382, 5.0113, 3.3029], [-1.6845, 3.5858, 3.1913], [-2.9357, 3.1480, 3.6879], [0.1464, 4.8654, 1.3863], [0.5068, 6.7707, 4.2299], [0.1137, 7.1708, 2.5993], [1.8198, 6.5772, 3.1001], [0.6597, 4.3485, 3.2895], [-2.0923, 5.5273, 2.6001], [-1.6216, 5.4425, 4.2870], [-3.7146, 3.6263, 3.0941], [-3.0593, 3.3492, 4.7520], [-3.0935, 2.0808, 3.5319], [-0.4318, 4.0729, 1.1457], [1.0954, 4.5772, 1.1958], [3.8592, -0.7163, 2.8461], [5.1350, -0.9358, 2.0194], [5.6897, -2.3850, 2.1734], [6.1269, -2.6290, 3.5083], [6.9320, -3.7813, 3.8187], [4.8217, -0.5910, 0.6698], [4.0793, -0.8060, 3.9099], [2.9808, -1.3219, 2.6232], [3.4975, 0.3097, 2.7786], [5.8377, -0.1966, 2.4042], [6.4869, -2.5054, 1.4399], [4.9743, -3.1665, 1.9175], [7.3820, -3.5961, 4.7941], [7.7298, -3.8581, 3.0801], [6.3397, -4.6937, 3.8885], [4.8505, 0.4177, 0.6274], [3.8196, -0.6823, 0.5832], [-6.9511, -1.5868, 4.0438], [-7.1231, -1.2764, 2.6138], [-6.2453, -0.2162, 1.9158], [-4.8688, -0.6584, 1.9461], [-4.1450, 0.3564, 1.2289], [-7.0760, -2.5130, 1.8632], [-5.9061, -1.8674, 4.1758], [-7.5482, -2.3898, 4.4760], [-7.1801, -0.6791, 4.6022], [-8.1242, -0.8501, 2.5494], [-6.3162, 0.6459, 2.5791], [-6.6161, 0.0698, 0.9315], [-3.0916, 0.1251, 1.3869], [-4.3175, 1.3625, 1.6113], [-4.2090, 0.1988, 0.1523], [-7.4343, -3.2141, 2.4958], [-6.1215, -2.8428, 1.8444]]
}

No. 4
{
  "formula": "C7H18I2NO4P2Y",
  "method": "ωB97M-V with the def2-TZVPD basis set",
  "total_charge": 2,
  "lumo_energy_ev": [-11.770, -11.760],
  "e_above_lowest_kcal_mol": 0.0,
  "elements": ["I", "I", "Y", "P", "C", "C", "H", "H", "H", "H", "H", "H", "C", "H", "H", "H", "P", "C", "C", "H", "H", "H", "C", "H", "H", "H", "H", "H", "H", "C", "O", "O", "N", "O", "O"],
  "xyz": [[0.0054, -1.1199, -3.4652], [-0.0012, 3.4126, -1.6088], [0.0018, 1.0362, -0.0418], [-2.5261, 0.0756, -0.3318], [-3.5954, -0.0133, -1.7914], [-2.9233, -1.4134, 0.6406], [-3.9200, -1.2662, 1.0788], [-4.2521, 1.0119, 1.0767], [-2.1786, -1.5541, 1.4387], [-2.6420, 1.5918, 1.6166], [-3.4089, -0.9475, -2.3356], [-2.9250, -2.2937, -0.0144], [-3.2744, 1.3754, 0.7426], [-4.6425, 0.0199, -1.4632], [-3.4081, 2.3079, 0.1764], [-3.3847, 0.8330, -2.4620], [2.5293, 0.0627, -0.3238], [3.6021, -0.0321, -1.7794], [3.2801, 1.3543, 0.7542], [2.1645, -1.5680, 1.4420], [3.9080, -1.2909, 1.0888], [2.9110, -2.3093, -0.0093], [2.9122, -1.4304, 0.6469], [2.6470, 1.5733, 1.6261], [4.2546, 0.9869, 1.0905], [4.6482, -0.0038, -1.4477], [3.3983, 0.8145, -2.4513], [3.4206, 2.2872, 0.1908], [3.4136, -0.9657, -2.3239], [-0.0035, -1.5298, -1.3125], [-0.0081, -2.5959, -0.8257], [0.0042, 1.6064, 2.1512], [-0.0010, 0.3662, 2.6635], [-0.0014, 0.1866, 3.8342], [-0.0045, -0.5682, 1.7294]]
}

No. 5
{
  "formula": "C18H21BN4O7P",
  "method": "ωB97M-V with the def2-TZVPD basis set",
  "total_charge": 1,
  "lumo_energy_ev": -4.869,
  "elements": ["C", "C", "B", "O", "C", "C", "N", "N", "C", "P", "O", "O", "C", "H", "H", "H", "H", "H", "H", "H", "H", "H", "H", "H", "C", "C", "C", "C", "C", "C", "N", "O", "O", "H", "H", "H", "H", "H", "C", "C", "C", "C", "C", "C", "N", "O", "O", "H", "H", "H", "H", "H"],
  "xyz": [[5.6638, 0.5643, -0.8665], [5.4286, 2.0824, -1.1647], [4.0973, 2.2886, -1.9609], [4.0539, 2.2529, -3.3271], [2.7105, 2.5216, -1.1668], [2.6487, 2.7170, 0.2400], [1.5540, 2.9004, 0.9216], [0.4544, 2.8583, 0.2063], [0.3336, 2.6918, -1.0939], [-1.3650, 2.6649, -1.8883], [-2.3222, 2.2333, -0.6178], [-1.2456, 1.3121, -2.7552], [1.5073, 2.5208, -1.8321], [6.6941, 0.4285, -0.5252], [5.5503, -0.0525, -1.7623], [5.0120, 0.1904, -0.0718], [5.4270, 2.5776, -0.1855], [6.2840, 2.4717, -1.7246], [3.6725, 3.0459, -3.7223], [3.5858, 2.7322, 0.7865], [-0.4178, 2.9755, 0.7240], [-3.1322, 2.7505, -0.7364], [-1.3337, 0.5418, -2.1592], [1.4595, 2.3854, -2.9079], [-2.6563, -5.1912, -0.4841], [-2.7146, -5.1249, -1.8711], [-2.0941, -4.0847, -2.5424], [-1.4180, -3.1236, -1.8098], [-1.3563, -3.1736, -0.4270], [-1.9805, -4.2141, 0.2372], [-0.7415, -2.0316, -2.5106], [-0.8158, -1.9878, -3.7151], [-0.1305, -1.2129, -1.8279], [-3.1378, -6.0085, 0.0369], [-3.2420, -5.8866, -2.4288], [-2.1409, -4.0346, -3.6207], [-0.8279, -2.4171, 0.1356], [-1.9380, -4.2666, 1.3157], [-3.1555, 1.8392, 3.6978], [-3.7739, 0.6214, 3.9440], [-3.0980, -0.5638, 3.6963], [-1.8060, -0.5115, 3.2061], [-1.1782, 0.6949, 2.9483], [-1.8600, 1.8752, 3.1970], [-1.0755, -1.7638, 2.9662], [-1.6524, -2.8085, 3.1897], [0.0684, -1.6798, 2.5635], [-3.6830, 2.7628, 3.8990], [-4.7822, 0.5948, 4.3335], [-3.5815, -1.5104, 3.8902], [-0.1681, 0.7239, 2.5635], [-1.3805, 2.8280, 3.0068]]
}

No. 6
{
  "formula": "C2H8N4",
  "method": "ωB97M-V with the def2-TZVPD basis set",
  "smiles": "N#CN.C=N.N",
  "lumo_energy_ev": [-0.108, -0.108],
  "e_above_lowest_kcal_mol": 88.4,
  "elements": ["C", "C", "N", "N", "N", "N", "H", "H", "H", "H", "H", "H", "H", "H"],
  "xyz": [[0.7217, 1.2170, 0.1908], [-0.5236, -0.4766, 0.9436], [-0.4959, -0.7898, -2.1596], [-0.6997, -0.2110, 2.2476], [1.3164, 0.9652, -0.9358], [-0.8134, -1.3034, 0.1333], [-1.4962, -0.6805, -2.2191], [-0.0578, -1.6973, -2.1451], [0.1157, -0.0123, 2.8044], [-1.4839, -0.6304, 2.7235], [0.1096, 0.0440, -2.0442], [2.1554, 0.3998, -0.8248], [-0.1142, 1.9130, 0.1401], [1.2657, 1.2622, 1.1452]]
}